# 1
The following is a DFT calculation (the ωB97M-V functional and the def2-TZVPD basis) of a structure of composition C37H35BBrF2N6O3S2W.

As for the energy relative to the best compared isomer or geometry (same formula, charge and spin): 1.4 kcal/mol. As for the expectation value of S²: 2.027. The spin multiplicity is 3. The value obtained for the LUMO energy (alpha / beta) is -2.50 / -3.45 eV. The net charge is +1. As for the orbital gap (alpha / beta): 0.2431 / 0.2388 hartree. The HOMO energy (alpha / beta) comes out at -0.3349 / -0.3658 hartree.

```
88
Properties=species:S:1:pos:R:3:forces:R:3
W 0.2228 0.6056 1.1746 -0.16 -0.38 0.31
O -0.0120 0.6770 3.1574 -0.01 0.11 -0.10
C 0.4752 0.0310 4.2077 -0.06 -0.03 0.01
C 0.4029 0.6421 5.4644 -0.01 0.01 0.02
C 0.8706 -0.0118 6.5852 0.00 0.01 0.00
C 1.4105 -1.2973 6.4964 0.00 -0.01 -0.01
C 1.4721 -1.9105 5.2672 0.01 -0.01 0.01
C 1.0185 -1.2591 4.1092 0.00 -0.01 -0.02
C 1.0839 -1.9539 2.8544 -0.01 -0.02 -0.01
N 0.8362 -1.4445 1.6978 0.03 0.13 -0.04
N 0.9194 -2.3613 0.6523 0.02 -0.02 -0.04
C 0.7392 -1.7462 -0.4686 0.01 0.01 0.04
O 0.5260 -0.4601 -0.5505 -0.11 0.05 0.02
C 0.7332 -2.5279 -1.7227 0.06 -0.01 -0.02
C -0.1172 -2.1487 -2.7560 -0.08 -0.05 0.05
C -0.1758 -2.9137 -3.9126 -0.03 -0.03 0.00
C 0.6296 -4.0361 -4.0505 0.01 0.01 0.01
C 1.4840 -4.4082 -3.0202 0.00 0.00 -0.01
C 1.5273 -3.6638 -1.8527 0.02 0.03 -0.01
H -0.0224 1.6354 5.5279 0.00 0.00 0.00
H 0.8148 0.4800 7.5479 0.00 0.00 0.00
H 1.7696 -1.8028 7.3814 0.00 0.00 0.00
H 1.8784 -2.9110 5.1750 0.00 0.00 0.00
H 1.3583 -3.0063 2.8642 0.00 0.01 0.00
H -0.7467 -1.2773 -2.6182 0.00 0.02 -0.02
H -0.8581 -2.6462 -4.7105 -0.01 0.03 0.00
H 0.5857 -4.6254 -4.9570 0.00 0.00 0.00
H 2.1099 -5.2843 -3.1250 0.00 0.00 0.00
H 2.1725 -3.9531 -1.0341 0.00 0.00 0.00
Br 6.4079 -1.0461 -2.5610 -0.01 0.00 0.00
C 5.0917 -0.2520 -1.4640 0.00 -0.01 0.00
C 4.5658 -0.9622 -0.3964 0.00 -0.01 0.00
C 3.5855 -0.3870 0.3954 0.01 0.00 0.01
C 3.1202 0.8914 0.1194 -0.04 -0.01 -0.02
C 3.6760 1.6062 -0.9402 -0.04 0.01 -0.04
C 4.6628 1.0371 -1.7331 0.00 0.01 0.00
N 2.0535 1.4741 0.8711 0.24 0.16 -0.03
C 2.2210 2.7611 1.2074 -0.02 -0.03 -0.03
C 1.0914 3.4508 1.6899 0.02 0.02 -0.01
C 1.1271 4.7623 2.1841 0.00 0.03 0.01
C -0.0177 5.3118 2.7010 0.01 -0.01 -0.01
C -1.1854 4.5409 2.7270 0.00 -0.01 -0.01
C -1.1625 3.2697 2.2069 -0.03 -0.01 0.00
N -0.0583 2.7243 1.6686 0.07 0.02 -0.04
H 4.9221 -1.9601 -0.1810 0.00 0.00 0.00
H 3.1883 -0.9339 1.2362 -0.03 -0.02 0.03
H 3.3120 2.6022 -1.1635 0.00 -0.01 0.00
H 5.0917 1.5919 -2.5567 -0.01 0.01 0.00
H 3.1864 3.2384 1.1084 0.00 0.01 -0.01
H 2.0611 5.3070 2.1645 0.00 0.00 0.00
H -0.0159 6.3196 3.0934 0.00 0.00 0.00
H -2.1062 4.9282 3.1376 0.00 0.01 0.00
H -2.0498 2.6572 2.2000 0.01 -0.01 0.02
C -3.2740 -1.2845 3.2531 -0.02 0.00 0.02
S -2.9695 -0.0885 1.9641 0.08 -0.01 -0.01
O -1.6251 -0.5609 1.4089 -0.08 0.02 -0.07
C -4.1625 -0.6204 0.7682 0.00 0.00 -0.03
C -5.3185 0.1283 0.6237 -0.01 0.00 0.00
C -6.2674 -0.2808 -0.3034 0.01 0.00 0.01
C -6.0353 -1.4087 -1.0762 0.01 -0.01 0.00
C -4.8569 -2.1348 -0.9346 -0.03 0.01 0.00
C -3.9079 -1.7428 -0.0070 0.02 0.00 0.00
H -3.1462 -2.2826 2.8371 0.00 0.00 -0.01
H -4.2889 -1.1432 3.6230 0.00 0.00 0.01
H -2.5478 -1.0939 4.0423 0.00 0.00 0.00
H -5.4704 1.0232 1.2145 -0.01 0.00 0.00
H -7.1783 0.2884 -0.4286 0.00 0.00 0.00
H -6.7735 -1.7227 -1.8023 0.00 0.00 0.00
H -4.6784 -3.0056 -1.5511 0.00 0.00 0.00
H -2.9708 -2.2755 0.0979 0.00 0.01 0.01
S 0.0200 2.6042 -1.5363 -0.03 0.10 0.03
C 0.1518 1.6726 -2.9921 0.07 -0.10 -0.05
N 1.2774 1.0343 -3.2663 -0.05 0.03 -0.02
C 1.5146 0.2708 -4.4888 0.02 -0.01 -0.02
C 0.6152 0.7998 -5.5932 0.01 0.02 -0.01
C -0.8199 0.8758 -5.0974 0.01 0.01 0.01
N -0.8515 1.6444 -3.8564 -0.02 -0.03 0.01
H 1.9559 0.9957 -2.5197 0.03 0.00 0.03
H 1.3185 -0.7865 -4.2984 0.04 0.06 -0.02
H 2.5654 0.3782 -4.7548 0.01 0.02 0.00
H 0.6753 0.1462 -6.4619 0.00 0.00 0.00
H 0.9466 1.7941 -5.8980 -0.01 0.00 -0.01
H -1.2244 -0.1233 -4.9245 -0.02 -0.05 0.02
H -1.4589 1.3790 -5.8204 0.00 0.00 0.00
H -1.6959 2.1121 -3.5695 0.01 0.03 0.00
F -2.3206 2.2082 -0.0093 0.06 -0.04 0.07
B -1.2846 1.3992 -0.4410 -0.02 -0.10 -0.05
F -1.7911 0.4454 -1.3013 0.02 0.04 -0.01
```
Forces are in eV/Å.

Atomic partial charges in e from the Löwdin method, atoms 1 to 2: number 1, W, carries 1.7029; number 2, O, carries -0.2379


# 2
The following is a DFT calculation (the ωB97M-V functional and the def2-TZVPD basis) of a structure of composition C30H60B3Br2Cl3CsF3IMgO15PRbS in a non-equilibrium geometry.

The value obtained for the LUMO energy is -3.17 eV. The net charge is -1. As for the orbital gap: 0.0429 hartree. The HOMO energy comes out at -0.1594 hartree.

```
122
Properties=species:S:1:pos:R:3:forces:R:3
C 5.3488 -4.2921 0.8688 0.35 -0.16 0.76
C 4.0243 -3.3554 1.1108 0.83 -0.26 -1.00
B 3.5174 -2.6336 -0.3146 0.63 0.12 -1.88
O 4.2288 -2.8267 -1.6048 -2.26 -1.15 2.77
C 2.1565 -1.7107 -0.3074 0.79 1.80 0.81
O 1.8408 -0.8408 -1.4528 0.19 -2.08 1.96
B 0.5126 -0.2701 -1.0317 0.74 0.66 -0.89
B 0.1956 1.3184 -1.4711 -0.93 2.33 -1.25
O -1.1524 1.9245 -1.1990 1.17 -2.74 -0.42
C 1.3039 2.3274 -2.1676 0.51 0.54 1.52
C 1.3864 3.6860 -1.1973 0.79 0.19 0.07
C -0.5506 -1.3482 -1.6721 -1.29 -2.47 1.49
I -1.4800 -0.6311 -3.5703 0.87 -0.11 1.17
C -1.7719 -1.7990 -0.6749 -0.33 -0.95 -0.79
C -2.0805 -3.4111 -0.9934 3.81 -1.85 1.24
O 0.5931 -0.1206 0.4560 1.57 -0.82 0.80
C 1.9585 -0.5716 0.8861 -2.88 -2.03 1.12
C 1.6317 -1.2272 2.3538 0.53 -0.31 -0.51
C 0.3589 -0.5606 3.1442 0.07 -0.64 1.27
C 0.5997 -0.6775 4.7949 -1.46 2.92 -1.28
Cl 1.4097 -2.2619 5.3140 -0.57 1.78 0.50
P 3.0574 0.9895 0.8801 -0.05 0.96 -1.52
C 2.8976 2.0184 2.4833 0.76 0.70 1.66
C 4.3320 2.1052 3.3380 -0.74 0.38 0.36
C 4.8909 0.6124 0.5049 2.12 -0.88 -0.19
C 5.2585 0.6336 -1.1267 0.75 0.33 0.08
H 6.0488 -3.9234 -0.0129 -1.69 -0.62 1.91
H 5.9610 -4.2718 1.8920 -1.15 -0.26 -2.32
H 5.0366 -5.3987 0.6403 0.65 2.12 0.41
H 4.3272 -2.5130 1.8675 -0.95 -1.60 -1.09
H 3.1470 -4.0443 1.4905 1.69 1.40 -0.37
H 3.8662 -3.6254 -2.0944 0.87 1.35 0.38
H 1.3351 -2.5091 0.0266 0.81 1.27 -0.88
H -1.7500 1.1206 -1.0640 1.12 1.78 -0.01
H 1.0537 2.5985 -3.2816 0.65 -0.43 2.14
H 2.3642 1.8041 -2.0355 -2.32 1.06 -0.77
H 2.5097 4.0678 -1.1717 -2.33 -0.67 -0.10
H 0.7210 4.5662 -1.5890 1.13 -1.73 0.83
H 1.1177 3.4351 -0.0626 0.39 0.51 -2.55
H 0.0137 -2.3501 -1.9802 -1.31 2.21 0.24
H -1.5500 -1.6736 0.4700 -0.03 -0.18 -2.21
H -2.7932 -1.2169 -0.8773 3.08 -0.37 0.60
H -2.6316 -3.8944 -0.0523 1.45 0.58 -1.77
H -1.0764 -4.0333 -1.1094 -1.94 1.59 0.12
H -2.8209 -3.5580 -1.9002 6.63 -1.47 0.81
H 2.6463 -1.2112 2.9760 -2.27 0.05 -0.92
H 1.3785 -2.3856 2.2165 1.53 5.61 -1.26
H -0.6731 -1.1093 2.9042 2.27 1.09 0.27
H 0.1850 0.5790 2.9376 0.46 -2.34 0.17
H 1.2426 0.2898 5.0658 -0.87 -2.65 -0.20
H -0.4528 -0.5022 5.3130 2.37 -1.00 -0.62
H 2.0597 1.6581 3.2175 1.57 0.50 -1.50
H 2.6056 3.1320 2.1693 0.63 -2.55 0.57
H 4.0749 2.3971 4.4621 0.72 -0.38 -2.37
H 5.0727 2.8966 2.8454 -1.55 -1.87 1.18
H 4.8393 1.0274 3.4159 -0.95 3.24 -0.89
H 5.6518 1.3975 0.9846 -2.07 -1.60 -0.74
H 5.2374 -0.4446 0.9118 -0.57 2.02 -0.65
H 6.3677 1.0629 -1.2284 -2.40 -0.93 0.25
H 4.5603 1.3489 -1.7392 1.22 -1.53 1.29
H 5.2866 -0.4372 -1.5980 -0.38 2.08 0.90
Rb 0.8791 -3.9484 3.0353 -1.23 -3.60 1.10
C 4.9696 -1.9973 -4.6401 0.12 0.99 0.27
C 4.5165 -3.1545 -5.5134 -0.21 -0.65 -0.44
O 4.0841 -2.8317 -6.6547 0.11 -0.48 0.63
O 4.6311 -4.2948 -4.9829 -0.32 0.48 -0.35
H 4.8460 -1.0389 -5.1535 0.02 -0.14 0.03
H 4.3800 -1.9745 -3.7188 0.19 -0.02 -0.16
H 6.0261 -2.1179 -4.3828 -0.12 -0.10 0.08
C -3.0591 4.2915 -0.3387 -0.13 0.06 0.40
C -4.2177 4.5513 -1.2848 1.00 0.24 -0.22
O -5.4569 4.1230 -0.6994 -1.57 0.81 1.25
C -6.0182 4.9767 0.2143 2.87 1.62 -0.96
O -5.5188 6.0502 0.5442 -1.73 -2.52 -0.48
C -7.3493 4.4258 0.7217 -2.10 -0.78 1.20
F -7.2782 3.1065 1.0614 0.32 1.05 -0.41
F -8.3351 4.5243 -0.2153 1.03 0.10 0.41
F -7.8090 5.0763 1.8277 0.87 -0.39 -1.23
H -3.0369 3.2390 -0.0381 0.12 0.18 -0.25
H -2.1076 4.5461 -0.8131 -0.15 -0.18 0.02
H -3.1557 4.8809 0.5782 -0.02 0.06 -0.20
H -4.0794 3.9666 -2.1999 -0.33 -0.06 0.24
H -4.2712 5.6054 -1.5814 -0.18 -0.16 0.24
Mg 4.9649 -0.6629 4.2415 0.24 -1.29 0.65
C -5.3450 -3.3504 2.2166 -0.12 0.19 1.11
Cl -5.4771 -4.0102 0.5820 -2.83 -2.96 4.34
Cl -3.7332 -3.6295 2.8870 -0.20 0.09 -0.09
H -5.5347 -2.2747 2.1826 0.11 -0.26 -0.10
H -6.0855 -3.8355 2.8571 0.25 0.06 -0.20
O -3.2975 -1.2332 9.0685 0.10 0.09 0.12
S -2.8350 -0.8684 7.7169 -0.11 -0.25 0.45
O -1.9698 -1.9384 7.1880 0.12 -0.32 -0.39
O -2.0736 0.3924 7.7817 -0.08 0.29 -0.10
O -3.9996 -0.6943 6.8297 0.08 0.14 -0.47
Cs -4.3351 -2.8247 -1.2926 -8.15 5.84 -4.82
C 0.1382 -3.6753 -4.5577 3.46 -0.59 0.14
O -0.7816 -2.7292 -4.4413 -2.65 -0.39 -0.70
H 0.9904 -3.4720 -5.2282 -0.14 0.37 -0.22
H 0.6689 -3.9799 -3.6397 -0.18 0.08 0.61
H -0.1915 -4.6568 -4.9382 -0.97 0.03 -0.14
O 2.4835 3.9713 -8.1230 -1.55 -1.55 0.75
C 1.6056 3.1409 -7.8897 1.45 0.93 -0.24
O 1.5946 2.4683 -6.7189 0.21 0.68 0.01
C 0.5181 1.6255 -6.2710 -0.05 -0.40 -0.12
C 0.6626 0.2228 -6.8299 0.10 -0.03 -0.14
C 0.5874 2.7942 -8.9365 -0.62 0.38 -0.17
H -0.4546 2.0729 -6.4995 0.11 0.04 -0.11
H 0.5895 1.5847 -5.1791 0.21 0.20 -0.23
H 0.6115 0.2177 -7.9216 -0.09 0.01 0.07
H -0.1264 -0.4292 -6.4432 0.12 0.02 -0.02
H 1.6343 -0.1986 -6.5564 -0.15 0.01 0.07
H 1.0088 2.0485 -9.6147 -0.05 0.06 0.10
H 0.3483 3.7014 -9.5006 0.29 -0.20 0.01
H -0.3547 2.4328 -8.5303 0.09 -0.24 0.01
Br -5.6346 2.2161 8.7861 -0.16 -0.07 0.03
C -6.9523 1.2898 9.8861 0.15 0.23 0.05
C -6.6162 -0.1763 10.0260 -0.10 -0.22 0.05
Br -7.0536 -1.1614 8.4006 0.02 0.06 0.14
H -7.9300 1.4689 9.4307 0.23 -0.16 0.10
H -6.9130 1.7890 10.8584 0.00 -0.16 -0.11
H -7.2224 -0.6380 10.8103 0.04 0.15 -0.11
H -5.5588 -0.3608 10.2357 -0.14 0.09 -0.23
```
Forces are in eV/Å.

Atomic partial charges in e from the Löwdin method, atoms 1 to 2: number 1, C, carries -0.1336; number 2, C, carries -0.1715


- The highest net charge belongs to which entry?
  C37H35BBrF2N6O3S2W


- Which formula does entry 2 have?
  C30H60B3Br2Cl3CsF3IMgO15PRbS


- Which formula does entry 2 have?
  C30H60B3Br2Cl3CsF3IMgO15PRbS